C32H31BrFIrN6O5Se | the ωB97M-V functional and the def2-TZVPD basis

Last column: Mulliken charge in e.
CARTESIAN COORDINATES (ANGSTROEM)
1 Ir -0.970 1.076 -0.924  3.07
2 C 4.821 1.269 -0.286  -0.66
3 O 3.850 1.997 -1.063  -0.45
4 C 2.597 1.882 -0.630  0.63
5 O 2.230 1.250 0.323  -0.48
6 N 1.772 2.631 -1.451  -0.46
7 N 0.413 2.746 -1.087  -0.61
8 H 5.778 1.482 -0.749  0.26
9 H 4.601 0.204 -0.318  0.27
10 H 4.808 1.612 0.746  0.29
11 H 2.201 3.457 -1.845  0.34
12 H -0.046 3.257 -1.839  0.31
13 H 0.302 3.294 -0.232  0.44
14 C 2.265 -3.179 4.356  -1.89
15 C 1.083 -2.359 4.844  0.56
16 C 1.396 -1.655 6.153  -0.95
17 C 0.167 -0.927 6.666  -1.02
18 C -0.364 0.004 5.613  0.76
19 C -1.102 1.110 5.957  -0.68
20 C -1.579 1.975 4.974  0.01
21 F -2.300 3.033 5.362  -0.35
22 C -1.328 1.778 3.650  -0.75
23 C -0.567 0.660 3.269  1.06
24 C -0.293 0.433 1.866  1.71
25 O -0.741 1.336 1.057  -1.55
26 C 0.444 -0.705 1.527  -1.11
27 C 0.877 -1.528 2.549  -0.29
28 N 0.641 -1.341 3.840  0.31
29 C -0.096 -0.231 4.246  -1.21
30 C 0.882 -1.145 0.147  0.31
31 O 1.704 -2.049 0.060  -0.82
32 O 0.356 -0.576 -0.873  -0.47
33 H 2.605 -3.800 5.184  0.44
34 H 3.092 -2.536 4.052  0.38
35 H 2.016 -3.849 3.536  0.53
36 H 0.223 -3.019 5.000  0.15
37 H 2.224 -0.957 5.999  0.34
38 H 1.727 -2.401 6.874  0.37
39 H 0.392 -0.364 7.571  0.47
40 H -0.605 -1.656 6.931  0.34
41 H -1.317 1.326 6.996  0.52
42 H -1.708 2.457 2.903  0.60
43 H 1.462 -2.386 2.259  0.75
44 C 2.070 -0.904 -3.334  -1.24
45 N 0.780 -1.563 -3.452  0.35
46 C -0.417 -0.991 -3.374  -0.33
47 Se -0.833 0.864 -3.298  -0.20
48 N -1.356 -1.939 -3.346  0.21
49 C -0.752 -3.187 -3.342  0.59
50 C -1.268 -4.475 -3.280  -1.00
51 C -0.348 -5.503 -3.282  -0.48
52 C 1.034 -5.259 -3.343  -0.75
53 C 1.543 -3.979 -3.406  -0.66
54 C 0.614 -2.945 -3.411  0.81
55 H 1.922 0.171 -3.383  0.30
56 H 2.715 -1.222 -4.152  0.40
57 H 2.497 -1.174 -2.368  0.36
58 H -2.325 -1.735 -3.154  0.30
59 H -2.331 -4.662 -3.228  0.44
60 H -0.698 -6.525 -3.232  0.41
61 H 1.715 -6.099 -3.334  0.41
62 H 2.606 -3.791 -3.437  0.43
63 Br -2.741 -0.559 -0.573  -0.47
64 C -2.350 2.653 -0.850  -1.31
65 C -2.840 3.105 -2.186  -0.39
66 C -2.236 4.170 -2.854  0.12
67 C -2.617 4.526 -4.140  -1.11
68 C -3.632 3.821 -4.773  0.60
69 C -4.276 2.777 -4.103  -0.84
70 C -3.880 2.427 -2.829  -0.15
71 C -4.026 4.172 -6.110  -0.08
72 N -4.334 4.455 -7.180  -0.48
73 H -3.177 2.296 -0.236  0.76
74 H -1.896 3.494 -0.314  0.49
75 H -1.484 4.771 -2.349  0.62
76 H -2.142 5.355 -4.647  0.49
77 H -5.082 2.248 -4.594  0.47
78 H -4.366 1.605 -2.318  0.43

Results
total energy: -7122.32332 Ha
multiplicity: 2
Kohn-Sham gap (spin up / spin down): 8.1 / 5.9 eV
net charge: +1
LUMO energy (spin up / spin down): -2.899 / -5.003 eV